Entry 1:
Below is a structure of composition C37H38FIrN6S, with properties calculated with wB97M-V/def2-TZVPD.

The charge is +1. Its expectation value of S² is 1.03. The total energy comes out at -2363.3363 Ha. Its spin multiplicity is 2.

Each line ends with the Mulliken charge.
Element x y z (Å)
Ir -0.353 0.336 -0.933  2.924
N -1.920 4.460 -2.019  -0.409
C -1.601 3.295 -1.446  0.889
S -0.018 2.670 -1.800  -0.495
N -2.472 2.730 -0.646  -2.046
N -2.208 1.525 -0.192  1.187
C -3.003 0.867 0.591  -1.181
C -2.607 -0.447 1.000  1.087
C -3.490 -1.324 1.640  -1.111
C -3.057 -2.583 1.994  -0.775
C -1.745 -2.952 1.705  -1.203
C -0.933 -2.044 1.058  -0.639
N -1.338 -0.827 0.712  0.368
H -1.232 4.944 -2.569  0.231
H -2.784 4.920 -1.784  0.251
H -3.961 1.268 0.905  0.433
H -4.500 -0.999 1.838  0.568
H -3.722 -3.275 2.487  0.473
H -1.360 -3.918 1.986  0.591
H 0.087 -2.294 0.810  0.874
C 2.200 -2.810 2.688  -1.714
C 2.614 -1.460 2.087  0.943
C 4.126 -1.275 2.249  -1.433
C 1.877 -0.316 2.741  1.176
C 1.840 -0.262 4.124  -0.730
C 1.164 0.742 4.794  -1.523
C 0.493 1.706 4.066  -0.622
C 0.501 1.698 2.681  0.463
C -0.114 2.856 1.941  2.859
C 0.839 4.054 1.997  -1.619
C -1.480 3.245 2.507  -1.909
C 1.214 0.690 1.994  -0.656
N 1.311 0.701 0.606  0.856
C 2.521 0.951 0.065  1.070
C 3.531 1.659 0.761  -1.045
C 4.712 2.010 0.149  -0.793
C 4.974 1.638 -1.163  -0.708
C 4.029 0.907 -1.871  -0.836
C 2.840 0.596 -1.264  -0.322
F 1.911 -0.125 -1.970  -0.057
H 2.561 -3.618 2.056  0.380
H 1.118 -2.890 2.776  0.360
H 2.633 -2.944 3.676  0.492
H 2.380 -1.467 1.017  -0.158
H 4.392 -1.215 3.301  0.329
H 4.462 -0.365 1.759  0.237
H 4.652 -2.119 1.811  0.484
H 2.367 -1.009 4.696  0.371
H 1.172 0.779 5.874  0.410
H -0.010 2.504 4.587  0.414
H -0.232 2.556 0.897  -1.763
H 1.025 4.337 3.032  0.325
H 0.402 4.902 1.479  0.481
H 1.791 3.820 1.526  0.341
H -1.373 3.805 3.433  0.557
H -2.081 2.359 2.703  0.375
H -2.009 3.872 1.793  0.376
H 3.329 1.961 1.778  0.586
H 5.443 2.581 0.700  0.465
H 5.907 1.913 -1.630  0.427
H 4.205 0.577 -2.884  0.530
C -0.962 -5.066 -1.863  -0.628
C -2.154 -4.487 -2.276  -0.837
C -2.237 -3.128 -2.478  0.136
C -1.123 -2.301 -2.244  -0.080
C 0.068 -2.896 -1.802  -0.354
C 0.145 -4.262 -1.632  -0.693
N -1.237 -0.939 -2.419  -0.126
C -1.854 -0.507 -3.557  0.031
C -2.599 0.688 -3.579  -0.302
C -3.218 1.113 -4.733  -0.823
C -3.110 0.375 -5.905  -0.561
C -2.370 -0.800 -5.908  -0.776
C -1.754 -1.243 -4.761  -0.081
H -0.894 -6.134 -1.732  0.421
H -3.021 -5.106 -2.449  0.423
H -3.170 -2.673 -2.778  0.591
H 0.941 -2.277 -1.656  0.495
H 1.081 -4.710 -1.334  0.486
H -2.715 1.241 -2.662  0.466
H -3.809 2.016 -4.721  0.447
H -3.599 0.715 -6.805  0.395
H -2.277 -1.371 -6.820  0.402
H -1.153 -2.141 -4.782  0.534

***

Entry 2:
Below is a cluster of 9 separate species, C37H39Cl4N7 in total, with properties calculated with wB97M-V/def2-TZVPD.

For the energy above the lowest of the compared OMol25 structures with the same formula, charge and spin, the calculation gives 0.0000 eV. The charge is +1. Its expectation value of S² is 0.77. Its spin multiplicity is 2.

Each line ends with the Mulliken charge.
Element x y z (Å)
N -2.234 21.109 -3.331  -0.516
C -1.721 22.335 -3.281  -0.281
C -1.276 22.968 -4.421  -0.581
C -1.455 22.341 -5.674  -0.076
C -2.086 21.075 -5.724  0.139
C -2.530 20.533 -4.537  -0.358
H -1.673 22.834 -2.325  0.397
H -0.879 23.972 -4.440  0.407
H -1.161 22.772 -6.620  0.410
H -2.268 20.459 -6.592  0.157
H -2.825 19.497 -4.460  0.327
N -3.620 18.145 -7.558  -0.017
C -2.867 17.425 -6.747  -0.246
C -3.331 17.017 -5.475  -0.763
C -4.685 17.229 -5.163  -0.405
C -5.478 18.072 -5.919  -0.662
C -4.856 18.507 -7.106  0.445
H -1.868 17.186 -7.079  0.541
H -2.685 16.391 -4.878  0.460
H -5.087 16.784 -4.265  0.372
H -6.487 18.400 -5.719  0.486
H -5.446 19.016 -7.855  -0.235
N 3.003 16.186 -10.038  -0.563
C 2.177 17.114 -9.464  -0.407
C 1.769 18.316 -10.121  0.091
C 2.130 18.464 -11.434  -0.276
C 2.889 17.467 -12.064  -0.396
C 3.339 16.364 -11.367  -0.344
H 1.879 16.956 -8.438  0.380
H 1.086 19.007 -9.649  0.193
H 1.764 19.374 -11.885  0.472
H 3.069 17.604 -13.120  0.409
H 3.977 15.605 -11.795  0.389
N 0.356 19.758 -14.367  -0.239
C 0.408 20.436 -15.578  -0.349
C -0.655 21.153 -16.128  -0.485
C -1.880 21.173 -15.473  -0.261
C -1.987 20.492 -14.288  0.036
C -0.867 19.799 -13.732  -0.027
H 1.387 20.348 -16.026  0.405
H -0.555 21.607 -17.103  0.388
H -2.758 21.682 -15.840  0.400
H -2.887 20.503 -13.690  -0.201
H -0.970 19.245 -12.811  0.298
N -1.876 16.891 -11.519  -0.018
C -1.300 16.225 -12.524  -0.028
C -1.712 14.950 -12.972  -0.859
C -2.829 14.374 -12.315  -0.154
C -3.516 15.055 -11.353  -0.884
C -3.005 16.314 -10.972  -0.224
H -0.433 16.733 -12.921  0.378
H -1.272 14.524 -13.862  0.392
H -3.242 13.426 -12.628  0.378
H -4.408 14.639 -10.908  0.425
H -3.510 16.941 -10.252  0.603
N 1.207 24.002 -6.872  -0.257
C 1.568 22.888 -7.469  0.730
C 2.895 22.445 -7.539  -0.723
C 3.867 23.292 -6.927  -0.356
C 3.460 24.413 -6.217  -0.493
C 2.121 24.744 -6.234  -0.262
H 0.765 22.352 -7.953  -0.275
H 3.115 21.553 -8.107  0.545
H 4.912 23.022 -6.947  0.391
H 4.134 25.144 -5.795  0.373
H 1.757 25.626 -5.729  0.398
N -5.567 19.143 -10.660  -0.139
C -5.043 19.609 -11.835  -0.313
C -5.604 20.657 -12.567  -0.170
C -6.813 21.188 -12.098  -0.517
C -7.327 20.778 -10.878  -0.427
C -6.696 19.730 -10.186  -0.151
H -4.184 19.060 -12.191  0.732
H -5.170 20.982 -13.501  0.488
H -7.439 21.892 -12.625  0.426
H -8.205 21.278 -10.496  0.424
H -7.121 19.310 -9.286  0.545
C -2.250 20.385 -10.180  1.046
Cl -2.764 21.800 -11.154  -0.198
Cl -0.737 20.797 -9.282  -0.088
H -3.010 20.085 -9.458  -0.042
H -2.091 19.502 -10.799  -0.603
C -0.864 24.551 -9.945  0.443
Cl -0.724 26.026 -10.885  -0.176
Cl -2.219 24.583 -8.806  -0.148
H -1.006 23.782 -10.703  -0.101
H 0.055 24.397 -9.379  -0.026

***

Entry 3:
Below is a structure of composition C37H40AsBrCrN6O5S2, with properties calculated with wB97M-V/def2-TZVPD.

The charge is +1. Its expectation value of S² is 3.78. The total energy comes out at -8789.2449 Ha. Its spin multiplicity is 4.

Each line ends with the Mulliken charge.
Element x y z (Å)
Cr -0.690 0.388 0.765  -0.020
C -0.116 3.099 2.560  -1.338
C 1.094 2.220 2.482  0.507
C 2.267 2.539 3.161  -1.094
C 3.344 1.679 3.130  -1.328
C 3.233 0.486 2.426  -1.311
C 2.062 0.238 1.750  0.789
N 1.011 1.097 1.759  1.735
C 1.822 -1.011 1.023  -0.389
C 2.718 -2.075 0.936  -0.336
C 2.306 -3.216 0.286  -1.828
C 1.018 -3.311 -0.237  -0.844
C 0.169 -2.234 -0.099  0.304
N 0.600 -1.116 0.499  1.796
C -1.257 -2.213 -0.472  0.594
C -1.856 -3.300 -1.073  -0.791
C -3.227 -3.281 -1.262  -1.311
C -3.946 -2.192 -0.823  -1.010
C -3.298 -1.107 -0.236  0.687
C -4.124 0.047 0.237  -1.892
N -1.955 -1.113 -0.093  1.906
H 0.096 3.999 3.133  0.526
H -0.943 2.566 3.033  0.250
H -0.449 3.381 1.563  -0.375
H 2.309 3.463 3.723  0.528
H 4.277 1.907 3.626  0.585
H 4.080 -0.188 2.397  1.162
H 3.719 -1.995 1.344  0.808
H 2.988 -4.052 0.191  0.525
H 0.693 -4.223 -0.714  0.626
H -1.272 -4.159 -1.365  0.519
H -3.728 -4.126 -1.716  0.648
H -5.023 -2.163 -0.914  0.583
H -5.161 -0.267 0.331  0.552
H -4.084 0.865 -0.480  0.251
H -3.795 0.429 1.201  0.120
C -2.751 -2.268 -5.147  -0.874
N -1.540 -1.781 -4.508  0.262
C -0.259 -2.233 -4.717  -0.590
C 0.536 -1.507 -3.878  -0.753
N -0.230 -0.627 -3.153  -0.068
C -1.465 -0.820 -3.559  -0.776
H -2.575 -2.415 -6.210  0.359
H -3.537 -1.527 -5.025  0.318
H -3.073 -3.210 -4.704  0.311
H -0.036 -2.991 -5.450  0.501
H 1.609 -1.553 -3.781  0.464
H -2.339 -0.285 -3.214  0.443
N 1.017 1.317 -1.225  -0.087
C 2.404 1.201 -1.047  0.536
C 3.133 2.229 -0.438  -0.531
C 4.406 1.979 0.036  -0.915
C 4.970 0.711 -0.093  -0.240
C 4.319 -0.240 -0.856  -0.497
C 3.037 -0.002 -1.332  -0.111
S 6.440 0.269 0.851  1.383
O 7.520 1.051 0.305  -0.692
O 6.518 -1.171 0.668  -0.722
O 6.032 0.656 2.205  -0.635
H 0.654 2.257 -1.253  -0.156
H 0.584 0.739 -1.952  0.556
H 2.660 3.191 -0.251  0.163
H 4.948 2.732 0.597  0.484
H 4.802 -1.201 -0.988  0.650
H 2.487 -0.779 -1.857  0.034
C 0.302 4.849 -0.828  -1.141
As -1.513 4.213 -0.990  0.789
C -2.082 4.684 -2.759  -1.181
C -2.549 5.228 0.271  -1.033
S -1.869 2.130 -0.733  -0.596
H 0.273 5.925 -0.999  0.575
H 0.946 4.393 -1.580  0.479
H 0.688 4.653 0.168  0.290
H -1.970 5.758 -2.901  0.453
H -3.123 4.396 -2.878  0.393
H -1.467 4.144 -3.476  0.405
H -2.530 6.282 -0.004  0.433
H -2.126 5.097 1.265  0.351
H -3.568 4.852 0.258  0.381
Br -3.907 -5.717 3.194  -0.155
C -2.562 -4.392 3.149  -0.154
C -1.227 -4.772 3.150  -0.470
C -0.241 -3.796 3.119  -0.669
C -0.588 -2.454 3.058  -0.102
C -1.928 -2.086 3.049  0.409
C -2.923 -3.056 3.118  -0.676
C -2.353 -0.656 2.963  -0.183
O -3.434 -0.268 3.321  -0.629
O -1.454 0.164 2.415  -0.301
H -0.964 -5.821 3.192  0.481
H 0.801 -4.088 3.155  0.554
H 0.180 -1.691 3.069  0.710
H -3.962 -2.757 3.135  0.639

***

Entry 4:
Below is a structure of composition C37H40AsF5HfN3OP2S2Si2, with properties calculated with wB97M-V/def2-TZVPD.

The charge is -1. The total energy comes out at -6514.8219 Ha.

Each line ends with the Mulliken charge.
Element x y z (Å)
Hf 1.253 0.470 -0.266  -0.464
S 2.170 1.560 1.887  -0.736
P 0.334 0.826 2.499  1.709
C -0.546 0.539 1.133  -0.696
P -1.722 1.313 0.230  2.629
S -0.712 1.916 -1.388  -0.715
C -2.620 2.621 1.024  0.051
C -2.383 3.928 0.626  -0.455
C -3.114 4.978 1.188  -0.892
C -3.895 4.689 2.329  -0.519
C -3.995 3.403 2.806  -0.585
C -3.375 2.353 2.141  -0.143
C -3.001 0.025 -0.124  0.105
C -4.248 0.393 -0.567  -0.352
C -5.182 -0.548 -1.037  -1.030
C -4.739 -1.857 -1.089  -0.257
C -3.547 -2.350 -0.591  -1.368
C -2.691 -1.365 -0.073  0.416
C 0.608 -0.787 3.479  0.338
C -0.476 -1.673 3.457  -0.081
C -0.403 -2.891 4.212  -0.915
C 0.773 -3.120 4.908  -0.438
C 1.880 -2.320 4.877  -0.865
C 1.755 -1.132 4.095  -0.438
C -0.334 1.854 3.747  0.930
C -1.091 1.367 4.833  -0.487
C -1.749 2.182 5.713  -0.746
C -1.912 3.529 5.391  -0.599
C -1.185 4.046 4.275  -0.380
C -0.372 3.249 3.491  -1.075
H -1.663 4.045 -0.163  0.188
H -2.999 5.936 0.814  0.510
H -4.305 5.454 2.917  0.431
H -4.476 3.157 3.709  0.508
H -3.540 1.325 2.548  0.237
H -4.450 1.431 -0.674  0.476
H -6.199 -0.326 -1.298  0.413
H -5.429 -2.574 -1.497  0.352
H -3.410 -3.383 -0.690  0.572
H -1.739 -1.643 0.247  0.234
H -1.290 -1.491 2.791  0.395
H -1.259 -3.567 4.221  0.430
H 0.888 -4.079 5.317  0.355
H 2.842 -2.608 5.363  0.358
H 2.623 -0.539 3.942  0.538
H -1.011 0.324 5.026  0.369
H -2.231 1.711 6.580  0.360
H -2.528 4.162 6.003  0.429
H -1.284 5.147 4.121  0.352
H 0.243 3.620 2.760  0.618
C 0.679 0.945 -4.943  -0.839
Si 0.807 -0.789 -4.466  0.363
C -0.483 -1.691 -5.406  -1.007
C 2.495 -1.214 -5.171  -0.813
As 0.630 -1.337 -2.165  0.442
Si 1.290 -3.607 -2.164  0.733
C 1.089 -4.151 -0.352  -1.115
C 2.979 -4.154 -2.878  -1.437
C 0.001 -4.623 -3.091  -1.218
H 0.496 1.015 -6.039  0.368
H 1.522 1.532 -4.565  0.127
H -0.189 1.469 -4.529  0.283
H -0.418 -1.300 -6.443  0.319
H -1.573 -1.566 -4.956  0.162
H -0.342 -2.740 -5.344  0.310
H 2.725 -2.236 -4.914  0.037
H 3.307 -0.683 -4.711  0.191
H 2.471 -0.979 -6.208  0.400
H 0.068 -4.060 -0.020  0.275
H 1.672 -3.760 0.514  0.198
H 1.202 -5.228 -0.376  0.490
H 3.173 -5.175 -2.574  0.399
H 3.779 -3.551 -2.576  0.360
H 2.948 -4.039 -3.932  0.430
H -1.036 -4.392 -2.825  0.229
H 0.248 -5.651 -3.141  0.463
H 0.055 -4.367 -4.184  0.226
F 3.599 -0.445 -0.398  -0.285
C 3.434 -1.811 0.208  -0.547
F 2.047 -1.384 0.869  0.161
C 4.361 -1.650 1.473  0.655
F 4.365 -0.620 2.297  -0.210
F 4.050 -2.708 2.263  -0.267
F 5.639 -1.772 1.052  -0.295
N 3.838 1.993 -2.921  -0.275
C 2.858 2.578 -2.175  0.748
O 2.280 1.827 -1.320  -0.246
C 2.417 3.894 -2.353  0.446
C 3.225 4.667 -3.275  -0.529
N 4.027 5.106 -4.004  -0.659
C 1.324 4.590 -1.757  0.018
N 0.495 5.215 -1.277  -0.578
H 4.122 2.519 -3.772  0.242
H 4.059 1.037 -2.694  0.181

***

Entry 5:
Below is a structure of composition C37H40F5NO3S4SeW, with properties calculated with wB97M-V/def2-TZVPD.

For the energy above the lowest of the compared OMol25 structures with the same formula, charge and spin, the calculation gives 0.0000 eV. The charge is +2.

Each line ends with the Mulliken charge.
Element x y z (Å)
W 0.015 1.488 0.151  -0.121
C -4.867 -1.716 3.544  -1.620
C -4.802 -0.196 3.297  1.524
C -4.498 0.505 4.623  -1.751
C -6.160 0.290 2.772  -1.694
C -3.700 0.018 2.268  -0.222
C -2.428 0.396 2.628  -0.396
C -1.407 0.307 1.678  -1.061
N -0.064 0.650 1.878  0.646
C 0.973 -0.266 2.214  -0.229
C 0.979 -1.183 3.236  -0.451
C 2.073 -2.050 3.331  -0.612
C 3.088 -1.941 2.382  0.501
C 3.102 -1.016 1.328  -1.216
C 2.010 -0.169 1.288  0.704
O 1.783 0.797 0.327  0.131
C 4.198 -0.975 0.266  2.172
C 4.816 0.432 0.201  -1.420
C 3.582 -1.341 -1.094  -1.448
C 5.315 -1.974 0.573  -2.321
C 2.098 -3.102 4.438  1.886
C 1.020 -4.152 4.129  -1.483
C 3.455 -3.800 4.538  -2.068
C 1.792 -2.439 5.790  -1.639
C -1.695 -0.091 0.319  1.409
O -0.601 -0.186 -0.478  -0.768
C -3.028 -0.316 -0.110  0.832
C -3.958 -0.281 0.900  -0.632
C -3.463 -0.675 -1.535  1.740
C -2.358 -0.530 -2.586  -1.818
C -4.621 0.248 -1.948  -1.579
C -3.939 -2.137 -1.528  -1.656
H -5.661 -1.932 4.260  0.461
H -3.927 -2.089 3.954  0.327
H -5.084 -2.262 2.624  0.339
H -5.331 0.347 5.309  0.492
H -4.376 1.580 4.494  0.296
H -3.608 0.107 5.113  0.344
H -6.890 0.250 3.580  0.493
H -6.549 -0.335 1.967  0.377
H -6.114 1.323 2.418  0.308
H -2.171 0.683 3.638  0.716
H 0.158 -1.227 3.940  0.691
H 3.922 -2.620 2.458  0.679
H 4.113 1.164 -0.197  0.050
H 5.691 0.414 -0.450  0.499
H 5.141 0.765 1.189  0.346
H 2.780 -0.653 -1.370  0.149
H 3.174 -2.353 -1.078  0.343
H 4.348 -1.297 -1.871  0.463
H 5.792 -1.768 1.533  0.454
H 6.081 -1.898 -0.199  0.446
H 4.955 -3.003 0.574  0.444
H 1.234 -4.669 3.191  0.352
H 0.030 -3.697 4.050  0.300
H 0.984 -4.895 4.927  0.434
H 3.683 -4.387 3.647  0.387
H 3.441 -4.491 5.382  0.443
H 4.266 -3.088 4.707  0.439
H 0.769 -2.062 5.843  0.325
H 2.475 -1.612 5.992  0.375
H 1.905 -3.172 6.589  0.469
H -4.977 -0.531 0.638  0.441
H -1.968 0.490 -2.626  0.231
H -2.791 -0.746 -3.563  0.541
H -1.535 -1.225 -2.428  0.333
H -4.312 1.294 -1.952  0.265
H -5.491 0.150 -1.298  0.330
H -4.942 -0.013 -2.957  0.527
H -3.135 -2.814 -1.231  0.385
H -4.266 -2.418 -2.530  0.478
H -4.780 -2.286 -0.849  0.288
O 4.323 5.932 -3.211  -0.359
C 3.589 5.216 -2.641  0.582
S 3.158 5.395 -0.904  0.042
C 2.116 4.039 -0.816  0.432
C 1.921 3.263 -2.084  0.397
S 0.917 1.965 -2.233  -0.275
S 2.778 3.804 -3.445  0.056
S 1.369 3.679 0.589  -0.237
F -5.249 4.919 3.819  -0.305
C -4.481 4.479 2.844  0.796
C -5.007 4.292 1.574  0.269
F -6.278 4.568 1.337  -0.314
C -4.195 3.811 0.562  0.233
F -4.710 3.662 -0.656  -0.381
C -2.860 3.509 0.793  -0.061
Se -1.772 3.034 -0.701  0.026
C -2.367 3.692 2.071  0.399
F -1.088 3.378 2.342  -0.423
C -3.152 4.172 3.097  0.067
F -2.653 4.316 4.315  -0.345